Formula: C11H18
Source: OMol25
Level of theory: ωB97M-V/def2-TZVPD

Properties
SMILES	CCc1ccccc1.CCC
LUMO	0.94	eV
relative energy (zero: lowest compared OMol25 entry of this formula, charge and spin)	0.743	eV
frontier orbital gap	9.9	eV

```
29
Properties=species:S:1:pos:R:3:forces:R:3
C 0.910 0.494 0.661 -0.591 -1.371 0.658
C 2.360 0.846 1.001 -0.393 0.303 -0.255
C 0.597 -1.000 0.685 0.145 0.405 -0.239
C -0.659 -1.438 1.111 0.436 0.007 0.217
C 1.531 -1.919 0.238 -0.051 -0.513 0.395
C -0.980 -2.780 1.007 -0.072 -0.243 -0.903
C 1.266 -3.287 0.316 0.005 0.369 -0.433
C -0.024 -3.704 0.585 0.007 -0.070 0.872
H 0.223 0.884 1.411 0.070 0.506 -0.027
H 0.549 0.832 -0.311 0.397 0.414 0.020
H 2.949 0.931 0.088 0.149 0.257 0.133
H -1.310 -0.718 1.600 -0.248 -0.120 -0.385
H 2.496 -1.585 -0.108 0.168 0.053 0.057
H -1.992 -3.151 1.077 -0.150 0.179 0.654
H 2.067 -3.988 0.133 -0.070 -0.146 -0.218
H -0.285 -4.755 0.639 0.101 0.003 -0.277
H 2.846 0.107 1.629 -0.149 -0.267 0.085
H 2.358 1.772 1.577 0.305 0.172 -0.336
C -1.311 2.771 -1.515 -0.908 0.713 0.094
C -2.687 3.291 -1.028 -0.044 0.477 -0.554
C -0.583 3.883 -2.270 0.274 -0.441 0.316
H -0.757 2.466 -0.630 0.184 -0.187 -0.196
H -1.468 1.911 -2.163 0.148 -0.132 0.000
H -2.998 4.196 -1.564 0.338 0.029 -0.166
H -0.258 4.651 -1.565 0.003 0.087 -0.101
H -2.630 3.626 0.008 -0.339 -0.462 0.134
H -3.514 2.615 -1.263 0.187 -0.257 0.705
H 0.301 3.488 -2.780 -0.089 0.220 -0.056
H -1.272 4.338 -2.979 0.187 0.016 -0.193
```
Forces are in eV/Å.


Formula: C33H39FN4NiP2
Source: OMol25
Level of theory: ωB97M-V/def2-TZVPD

Properties
LUMO (spin up / spin down)	-0.64 / -0.89	eV
frontier orbital gap (spin up / spin down)	6.9 / 7.1	eV
2S+1	3

```
80
Properties=species:S:1:pos:R:3:forces:R:3
Ni -0.636 -2.209 -1.229 1.374 -0.200 0.191
C -1.208 2.786 -1.514 0.462 -0.329 0.047
C -1.410 1.524 -1.943 -0.206 -0.574 0.306
C -1.007 1.038 -3.295 1.033 -0.038 -0.078
C 0.250 0.208 -3.503 0.577 -0.073 -0.573
C 1.540 0.701 -2.895 0.035 -0.544 0.653
C 1.813 1.955 -2.540 0.331 -0.038 -0.228
C 0.992 3.184 -2.824 0.092 0.502 0.259
C 0.107 3.525 -1.599 -0.626 0.918 -1.519
C 1.272 -2.385 -0.621 0.428 0.027 -0.632
H -2.059 3.394 -1.218 0.176 -0.485 1.763
H -1.918 0.744 -1.358 -1.217 1.030 -0.400
H -0.945 1.923 -3.947 -0.112 -0.742 0.265
H -1.824 0.395 -3.668 0.082 0.412 0.190
H 0.092 -0.852 -3.184 0.126 0.505 -0.320
H 0.375 0.235 -4.599 0.074 -0.663 0.121
H 2.250 -0.113 -2.650 -0.325 0.672 -0.004
H 2.718 2.170 -1.951 -0.230 -0.278 -0.417
H 0.419 3.164 -3.765 0.234 -0.208 0.510
H 1.675 4.034 -2.956 0.055 -0.232 0.063
H 0.744 3.454 -0.689 -0.746 -0.346 -0.297
H -0.196 4.568 -1.661 0.387 0.437 -0.002
H 1.644 -1.571 0.043 -0.591 -0.523 -0.537
H 1.743 -2.251 -1.616 0.397 -0.317 0.461
H 1.562 -3.340 -0.157 -0.135 0.192 -0.392
P 1.615 -1.106 -7.035 2.191 0.752 -2.632
P -2.216 -0.552 -6.721 -1.560 1.250 -2.427
N 2.924 0.133 -7.417 0.080 0.293 0.967
N 2.203 -2.322 -8.230 -0.612 -0.677 0.238
N -2.417 1.183 -7.054 0.354 0.746 1.090
N -3.799 -0.957 -7.529 -0.227 -1.135 0.111
C 0.364 -0.297 -8.127 -0.564 0.176 0.119
C -1.038 -0.966 -8.157 -0.319 -0.073 0.095
C 3.858 0.584 -6.471 0.667 0.406 -1.020
C 4.869 1.316 -7.113 -1.248 -0.946 0.323
C 4.556 1.319 -8.509 -1.181 -0.463 0.355
C 3.340 0.650 -8.640 0.569 0.095 -0.072
C 2.310 -3.690 -7.907 0.114 0.324 -0.900
C 2.661 -4.398 -9.050 -0.103 0.615 0.384
C 2.784 -3.453 -10.128 -0.636 1.272 1.368
C 2.460 -2.195 -9.601 0.138 -1.485 0.242
C -2.394 2.057 -5.939 0.505 0.569 -1.205
C -2.086 3.340 -6.388 -0.698 -0.670 0.277
C -2.117 3.316 -7.820 0.164 -1.886 0.077
C -2.257 1.974 -8.199 0.141 0.990 0.784
C -4.498 -0.285 -8.538 0.034 -0.538 -0.295
C -5.425 -1.144 -9.123 0.826 0.254 0.866
C -5.349 -2.394 -8.421 0.987 0.579 0.627
C -4.356 -2.248 -7.449 -0.414 0.544 -0.972
H 0.773 -0.248 -9.156 -0.351 -0.007 0.638
H 0.261 0.737 -7.763 0.106 -0.136 -0.134
H -1.554 -0.679 -9.097 0.212 -0.318 0.555
H -0.958 -2.070 -8.123 -0.038 0.371 -0.230
H 3.717 0.382 -5.426 0.012 -0.141 0.133
H 5.707 1.804 -6.631 -0.164 -0.188 -0.049
H 5.140 1.747 -9.326 -0.381 -0.045 0.379
H 2.712 0.540 -9.511 0.314 0.018 0.054
H 2.092 -4.019 -6.895 0.177 0.042 -0.286
H 2.805 -5.475 -9.130 -0.017 0.434 0.159
H 3.071 -3.630 -11.153 -0.087 -0.084 0.104
H 2.359 -1.247 -10.095 0.204 -0.176 -0.052
H -2.695 1.695 -4.960 0.411 0.150 -0.473
H -1.846 4.205 -5.766 -0.540 -0.345 -0.205
H -2.100 4.162 -8.495 0.276 -0.184 0.114
H -2.290 1.546 -9.187 0.073 -0.037 0.039
H -4.294 0.760 -8.738 -0.099 -0.384 -0.021
H -6.071 -0.899 -9.961 0.099 -0.001 0.361
H -5.951 -3.279 -8.616 0.243 0.273 0.188
H -4.004 -2.935 -6.697 0.024 -0.082 -0.038
F -2.385 0.492 3.743 0.154 -0.200 -0.656
C -2.042 -0.042 2.525 -0.490 0.111 0.336
C -0.893 0.428 1.910 0.310 -0.338 -0.739
C -0.510 -0.165 0.686 -0.714 0.288 1.249
C -1.312 -1.191 0.173 -0.569 0.126 -0.599
C -2.495 -1.614 0.766 -0.085 1.012 1.462
C -2.885 -1.002 1.981 0.448 -0.256 -0.464
H -0.324 1.223 2.389 -0.076 -0.190 -0.126
H 0.401 0.156 0.163 -0.519 -0.069 0.329
H -3.115 -2.408 0.348 0.143 0.256 0.061
H -3.796 -1.277 2.495 0.041 0.004 0.082
```
Forces are in eV/Å.


Formula: C34H27Cl4GeN2O6Pb
Source: OMol25
Level of theory: ωB97M-V/def2-TZVPD

Properties
total charge	+1
LUMO	-5.55	eV
relative energy (zero: lowest compared OMol25 entry of this formula, charge and spin)	0.000	eV
frontier orbital gap	5.4	eV

```
75
Properties=species:S:1:pos:R:3:forces:R:3
Pb 0.177 1.058 1.789 -0.179 -0.034 -0.156
Cl -2.148 -5.745 -0.264 -0.008 0.035 -0.013
C -1.551 -4.158 -0.249 0.019 -0.104 0.204
C -1.592 -3.394 -1.519 0.004 0.104 -0.208
Cl -2.227 -4.165 -2.889 0.001 0.000 0.053
C -1.137 -2.126 -1.612 -0.084 -0.025 -0.053
Cl -1.183 -1.210 -3.049 0.004 -0.002 0.022
C -0.608 -1.472 -0.429 -0.043 0.169 0.073
O -0.213 -0.327 -0.407 0.167 -0.141 -0.031
C -0.572 -2.260 0.897 -0.007 0.102 0.047
O -0.159 -1.677 1.873 0.091 -0.050 -0.038
C -1.061 -3.632 0.894 -0.042 -0.079 -0.032
Cl -1.001 -4.480 2.367 0.059 -0.051 -0.025
O 6.279 -3.150 -2.263 -0.003 0.004 0.014
C 6.867 -2.099 -1.549 -0.012 -0.015 -0.002
N 6.032 -0.908 -1.512 -0.026 0.021 0.030
C 4.926 -0.910 -0.737 0.012 -0.014 -0.056
O 4.640 -1.848 -0.011 -0.015 -0.005 0.012
C 4.035 0.304 -0.778 0.018 0.017 -0.026
C 4.186 1.403 -1.614 -0.010 -0.013 0.016
C 3.262 2.434 -1.553 0.003 -0.003 -0.010
C 2.213 2.342 -0.658 -0.005 -0.006 -0.012
N 2.075 1.295 0.163 -0.034 0.040 0.030
C 2.963 0.305 0.100 -0.014 -0.012 0.032
H 5.615 -3.556 -1.694 0.001 -0.002 0.003
H 7.795 -1.839 -2.051 -0.005 -0.007 -0.024
H 7.074 -2.384 -0.519 0.022 0.009 0.003
H 6.135 -0.228 -2.244 0.026 0.006 0.016
H 5.007 1.475 -2.315 -0.001 0.003 -0.001
H 3.346 3.299 -2.195 0.005 -0.003 0.000
H 1.451 3.108 -0.593 -0.002 -0.004 0.011
H 2.837 -0.541 0.768 -0.002 0.005 0.000
O -2.052 1.026 0.942 0.274 0.005 0.226
C -1.822 2.038 0.234 0.245 0.057 -0.227
O -0.690 2.628 0.320 -0.123 -0.051 0.084
C -2.845 2.496 -0.759 -0.164 0.025 0.073
C -3.885 1.425 -1.082 0.301 -0.090 0.221
Ge -4.952 0.563 0.355 -0.656 0.057 -0.188
C -5.729 -1.029 -0.491 0.098 0.037 -0.153
C -5.175 -1.649 -1.612 -0.029 -0.010 -0.013
C -5.753 -2.790 -2.160 0.001 0.015 0.026
C -6.902 -3.326 -1.597 0.018 0.017 -0.009
C -7.466 -2.721 -0.482 0.014 0.015 0.015
C -6.881 -1.588 0.064 0.010 -0.060 0.069
C -6.373 1.889 0.607 0.083 0.024 0.131
C -6.186 2.955 1.491 -0.027 0.042 -0.036
C -7.133 3.964 1.611 -0.009 -0.016 -0.010
C -8.291 3.919 0.846 0.020 -0.003 0.004
C -8.490 2.871 -0.041 0.016 -0.010 0.002
C -7.535 1.869 -0.161 -0.027 -0.030 -0.007
C -4.441 -0.103 2.123 0.147 0.035 -0.064
C -5.167 0.239 3.258 0.060 0.001 0.054
C -4.875 -0.341 4.491 -0.001 0.015 -0.001
C -3.859 -1.274 4.603 -0.013 0.018 -0.008
C -3.142 -1.649 3.470 -0.016 0.017 -0.040
C -3.442 -1.067 2.250 -0.087 -0.092 0.074
H -2.284 2.799 -1.646 -0.092 0.070 -0.040
H -3.313 3.406 -0.370 0.022 -0.012 0.065
H -3.415 0.666 -1.710 -0.058 -0.051 0.029
H -4.700 1.872 -1.655 0.096 -0.010 -0.164
H -4.291 -1.238 -2.092 -0.030 -0.002 0.035
H -5.317 -3.249 -3.037 0.011 -0.010 -0.024
H -7.361 -4.205 -2.029 0.005 -0.003 0.001
H -8.365 -3.131 -0.038 0.003 -0.003 0.002
H -7.328 -1.136 0.944 -0.014 0.016 -0.015
H -5.292 3.004 2.106 0.009 -0.005 -0.011
H -6.970 4.781 2.302 -0.003 -0.001 0.002
H -9.034 4.700 0.940 0.001 0.000 0.000
H -9.391 2.831 -0.639 0.003 0.004 -0.004
H -7.707 1.058 -0.861 -0.005 -0.004 0.010
H -5.974 0.958 3.196 -0.004 0.003 -0.015
H -5.452 -0.059 5.363 0.006 -0.004 0.006
H -3.634 -1.721 5.562 0.001 -0.010 -0.001
H -2.364 -2.399 3.539 -0.034 0.050 0.049
H -2.907 -1.382 1.360 0.013 0.010 -0.026
```
Forces are in eV/Å.


Formula: CH5N2O4S2
Source: OMol25
Level of theory: ωB97M-V/def2-TZVPD

Properties
total charge	-1
LUMO	3.58	eV
relative energy (zero: lowest compared OMol25 entry of this formula, charge and spin)	1.081	eV
frontier orbital gap	8.1	eV

```
14
Properties=species:S:1:pos:R:3:forces:R:3
C 0.336 0.980 0.758 -2.584 -0.137 1.541
N 0.539 -1.235 -1.040 -1.685 -0.775 1.778
N -1.303 0.319 1.444 4.314 1.376 -1.722
O -1.893 -1.763 0.164 -0.263 1.718 -0.817
O -1.803 0.468 -1.131 0.016 -0.548 0.713
O 1.600 -1.411 1.122 -0.573 2.328 -0.302
O 2.327 0.239 -0.653 1.477 1.065 0.294
S -2.294 -0.270 0.071 -0.171 -1.081 0.600
S 1.286 -0.389 0.106 0.740 -2.716 -0.337
H 0.845 1.389 1.695 -0.670 -0.712 -1.377
H 0.245 1.760 -0.066 -0.306 -1.281 1.219
H -0.434 -1.545 -0.701 1.066 -0.034 -0.891
H 0.695 -0.893 -1.958 -0.396 0.608 -0.577
H -0.789 -0.510 1.810 -0.965 0.188 -0.120
```
Forces are in eV/Å.


Formula: C28H26F3NO4
Source: OMol25
Level of theory: ωB97M-V/def2-TZVPD

Properties
LUMO	-3.85	eV
relative energy (zero: lowest compared OMol25 entry of this formula, charge and spin)	4.712	eV
frontier orbital gap	2.6	eV

```
62
Properties=species:S:1:pos:R:3:forces:R:3
C 5.084 -0.380 1.794 -0.109 0.293 -0.429
N 5.170 0.380 0.567 0.655 -0.473 0.320
C 6.494 0.497 -0.001 -0.492 0.048 0.081
C 4.054 1.010 0.002 -0.896 0.515 -0.401
C 3.719 2.333 0.367 0.159 -0.788 -0.235
C 2.598 2.939 -0.180 -0.043 0.094 0.038
C 1.800 2.256 -1.098 -0.341 0.003 0.077
C 0.542 2.908 -1.657 0.589 0.294 -0.513
C -0.681 2.658 -0.879 -0.765 -0.909 1.138
C -1.433 1.459 -1.121 1.038 1.213 0.372
O -1.139 0.598 -1.933 -0.451 -0.621 -0.109
O -2.530 1.263 -0.308 -0.696 0.096 0.193
C -3.017 2.439 0.372 0.476 -0.345 0.422
C -3.632 3.428 -0.606 -0.188 0.139 -0.086
C -4.046 1.954 1.398 0.383 0.058 -0.284
O -1.946 3.030 1.117 -0.695 -0.016 -0.170
C -0.844 3.376 0.364 0.539 -0.093 -0.685
O -0.063 4.206 0.795 -0.553 -0.243 0.109
C 2.122 0.949 -1.462 -0.092 -0.049 0.005
C 3.236 0.324 -0.924 0.481 0.394 0.556
H 4.046 -0.383 2.150 0.283 -0.028 -0.026
H 5.414 -1.416 1.623 -0.062 -0.024 0.178
H 5.733 0.063 2.564 -0.108 -0.124 0.112
H 6.445 1.107 -0.910 0.112 -0.168 0.222
H 7.181 0.965 0.720 0.101 0.016 -0.161
H 6.888 -0.500 -0.249 0.132 0.119 -0.089
H 4.347 2.853 1.091 -0.162 -0.133 -0.190
H 2.302 3.938 0.135 0.082 -0.200 -0.126
H 0.704 3.993 -1.657 0.041 -0.166 -0.349
H 0.371 2.513 -2.665 0.158 0.328 0.004
H -2.905 3.784 -1.347 -0.244 -0.142 0.268
H -4.469 2.940 -1.118 0.157 0.108 0.024
H -4.023 4.282 -0.039 0.110 -0.145 -0.145
H -3.569 1.244 2.082 -0.084 0.171 -0.097
H -4.422 2.811 1.965 0.064 -0.196 -0.081
H -4.875 1.464 0.876 0.098 0.087 0.097
H 1.460 0.420 -2.148 0.162 0.119 0.096
H 3.500 -0.699 -1.196 -0.049 0.237 0.058
F 1.888 -4.118 1.761 -1.253 0.925 0.365
C 0.798 -3.320 2.040 0.593 -0.622 -0.595
C 0.743 -2.690 3.279 -0.491 0.200 -0.239
C -0.379 -1.889 3.509 0.090 0.465 0.872
F -0.463 -1.230 4.715 0.054 -0.787 -1.356
C -1.392 -1.721 2.584 -0.152 -0.184 -0.567
C -1.326 -2.376 1.310 1.115 -0.100 1.147
C -2.399 -2.155 0.412 -0.152 0.043 -0.358
C -2.638 -2.671 -0.889 -0.274 -0.344 -0.744
C -3.811 -2.225 -1.573 0.333 0.151 0.479
C -4.112 -2.643 -2.856 0.099 -0.262 -0.331
C -3.267 -3.533 -3.543 -0.139 0.442 0.692
C -2.136 -3.985 -2.871 0.834 -0.541 0.007
F -1.292 -4.855 -3.523 -0.859 0.803 0.659
C -1.810 -3.608 -1.578 -0.348 0.235 -0.309
C -0.178 -3.189 1.064 -0.158 0.255 0.297
H 1.528 -2.813 4.018 -0.146 0.060 -0.125
H -2.254 -1.093 2.804 0.304 -0.055 0.103
H -3.178 -1.491 0.796 0.231 -0.085 -0.200
H -4.462 -1.524 -1.047 0.157 -0.148 -0.271
H -5.012 -2.281 -3.349 0.248 -0.062 0.145
H -3.475 -3.867 -4.555 0.048 0.055 0.169
H -0.933 -4.030 -1.111 -0.318 -0.063 -0.556
H -0.055 -3.702 0.123 0.390 0.150 0.521
```
Forces are in eV/Å.


Formula: C5H11NO3
Source: OMol25
Level of theory: ωB97M-V/def2-TZVPD

Properties
SMILES	C/C=C(/N)O.CC(=O)O
LUMO	0.66	eV
relative energy (zero: lowest compared OMol25 entry of this formula, charge and spin)	1.370	eV
frontier orbital gap	8.4	eV

```
20
Properties=species:S:1:pos:R:3:forces:R:3
C 1.946 -0.181 -1.213 -0.818 -1.051 0.533
C 1.311 0.944 -0.439 1.464 3.384 -1.801
O 2.011 1.200 0.710 -0.963 -0.086 0.041
O 0.710 1.880 -0.989 0.194 -2.092 1.263
H 1.707 2.093 0.963 0.200 -0.342 0.036
H 2.443 -0.883 -0.537 -0.084 0.098 -0.139
H 1.174 -0.717 -1.773 0.206 0.113 -0.061
H 2.686 0.221 -1.906 -0.200 0.200 0.124
C -0.268 -1.789 0.871 0.405 0.276 -0.225
C -1.669 0.208 0.134 2.080 -1.530 0.607
N -2.328 1.340 0.468 -0.537 1.134 -0.578
C -0.671 -0.343 0.894 -1.355 0.128 0.189
O -2.057 -0.293 -1.061 -0.304 -0.113 0.005
H -1.550 -1.094 -1.254 -0.139 0.195 0.148
H -1.766 1.997 0.996 -0.189 -0.164 -0.018
H -2.744 1.773 -0.353 0.097 0.106 0.267
H -0.512 0.128 1.863 0.010 0.168 -0.218
H 0.769 -1.873 1.211 -0.061 -0.166 -0.069
H -0.886 -2.388 1.545 0.005 -0.076 -0.116
H -0.305 -2.222 -0.131 -0.010 -0.183 0.012
```
Forces are in eV/Å.


Formula: C9H16FN2O
Source: OMol25
Level of theory: ωB97M-V/def2-TZVPD

Properties
total charge	+1
LUMO	-3.22	eV
relative energy (zero: lowest compared OMol25 entry of this formula, charge and spin)	0.739	eV
frontier orbital gap	9.2	eV

```
29
Properties=species:S:1:pos:R:3:forces:R:3
C 0.023 -1.402 -0.720 0.112 -0.410 -0.089
C 0.744 -0.384 -0.369 -2.935 3.383 0.204
C -2.206 -0.533 -0.107 0.007 -0.137 -0.011
C -1.444 -1.290 -1.135 0.116 0.068 -0.192
C -0.741 1.300 -0.410 3.456 -3.102 -0.339
C 2.634 1.117 -0.855 -0.210 -0.185 0.147
C 2.998 -1.149 0.179 -0.200 0.212 0.112
C -2.419 1.353 1.389 -0.335 0.179 0.369
C 2.059 0.069 0.107 0.783 -0.392 -0.301
N -1.817 0.683 0.244 -0.542 -0.043 0.057
N -3.218 -1.137 0.508 0.157 0.239 -0.081
O 1.831 0.614 1.398 -0.161 0.128 0.106
F -0.933 1.480 -1.732 -0.373 0.257 -0.070
H 0.424 -2.404 -0.765 0.181 -0.190 -0.011
H -1.475 -0.779 -2.102 -0.153 -0.046 0.131
H -1.873 -2.284 -1.261 -0.014 0.115 0.035
H -0.316 2.169 0.072 -0.232 0.009 0.109
H 3.637 1.399 -0.544 0.107 0.009 0.067
H 2.011 2.006 -0.869 -0.066 0.078 -0.013
H 2.687 0.707 -1.860 0.051 0.008 -0.132
H 3.985 -0.824 0.501 0.105 0.003 0.027
H 3.092 -1.613 -0.800 0.063 -0.062 -0.097
H 2.619 -1.877 0.892 -0.018 -0.054 0.042
H -3.491 1.488 1.227 0.062 0.035 0.023
H -2.247 0.781 2.302 -0.001 -0.008 -0.017
H -1.972 2.337 1.511 -0.012 -0.105 -0.066
H -3.515 -2.046 0.195 0.027 0.031 0.032
H -3.746 -0.702 1.246 0.002 -0.004 -0.014
H 2.670 0.922 1.758 0.024 -0.015 -0.029
```
Forces are in eV/Å.